ORCA calculation (the ωB97M-V functional and the def2-TZVPD basis) on a 19-piece molecular cluster, C82H126F6O24S11 overall at a distorted geometry.

The orbital gap is 9.281 eV. Its total energy is -9984.94984 Ha. For the LUMO energy, the calculation gives 0.23 eV.

Each line ends with the Löwdin charge.
Positions of all 249 atoms, in Å:
H  -7.193  0.255  2.415  0.081
H  0.038  4.597  -4.840  0.066
C  -1.078  1.961  5.051  -0.143
H  -3.359  -2.744  -0.768  0.019
C  -2.924  5.210  0.722  -0.246
C  -4.944  -2.623  -5.934  -0.084
S  -1.534  -6.166  3.054  0.682
C  -2.859  3.886  0.266  -0.026
O  0.814  3.078  2.023  -0.312
S  1.147  3.301  -3.099  0.677
H  1.325  -3.309  -4.661  0.138
H  1.314  0.673  1.150  0.106
F  -4.880  0.448  -7.898  0.079
O  1.303  -2.789  3.251  -0.328
C  1.506  -3.478  5.955  -0.199
H  7.679  2.031  -2.590  0.113
H  1.678  -4.527  5.566  0.134
C  0.491  -1.114  0.208  -0.203
C  -4.674  -1.724  -6.925  -0.051
H  3.350  -5.211  -3.555  0.090
H  -7.464  -1.718  -1.361  0.108
H  0.314  -4.287  7.622  0.130
H  -0.098  -6.196  -0.386  0.129
C  1.248  -3.045  -3.569  -0.240
H  -1.190  -1.590  4.720  0.101
C  -0.311  -6.481  0.718  -0.194
H  -6.799  2.259  0.733  0.125
C  -1.708  -7.803  2.336  -0.179
C  2.778  8.201  0.308  -0.227
C  3.163  3.985  -4.688  -0.163
C  -5.398  1.231  2.141  -0.224
H  -5.121  0.479  1.406  0.081
C  -7.642  1.475  -2.272  -0.037
C  0.806  4.777  -4.103  -0.212
H  -8.337  2.205  -2.758  0.131
H  -0.227  0.847  -7.856  0.086
O  -0.229  -3.649  -1.471  -0.320
C  4.971  -5.465  2.105  -0.202
H  2.490  6.099  -4.273  0.109
O  -2.398  0.615  1.911  -0.335
C  -0.838  -2.608  4.883  -0.181
H  3.326  -4.711  3.105  0.104
H  3.430  -8.031  -4.530  0.103
C  4.752  0.529  -0.578  -0.026
H  -5.237  3.116  0.989  0.092
H  -0.532  2.315  5.940  0.129
C  -0.682  -5.301  1.742  -0.184
H  1.993  5.421  -5.865  0.122
C  -2.664  6.309  -0.080  -0.006
F  -1.782  4.348  -5.573  -0.006
H  6.292  -4.100  0.873  0.103
H  -2.937  3.073  0.963  0.094
C  4.097  6.306  3.743  -0.021
H  -2.677  -8.245  2.429  0.095
H  -1.512  -4.017  6.274  0.112
C  -5.754  -0.361  -1.294  -0.069
S  -0.286  -3.602  -2.912  0.643
H  4.621  -8.752  -2.471  0.117
H  1.751  -5.757  -1.982  0.055
H  0.499  5.533  -3.395  0.074
H  -6.521  0.973  -5.963  0.135
H  -1.220  -4.537  1.215  0.075
H  5.247  -1.348  -1.456  0.097
H  -2.609  3.626  4.831  0.128
H  2.864  3.270  -5.465  0.112
C  -8.067  0.194  -1.873  -0.095
C  -1.258  -2.134  -3.171  -0.201
H  1.869  -4.320  1.034  0.085
C  -0.718  -1.332  1.096  -0.208
H  -5.010  -1.076  -1.033  0.061
S  2.572  -7.909  -1.877  0.661
O  4.453  -4.498  -0.992  -0.321
H  0.129  6.598  1.178  0.101
H  -0.471  2.122  0.658  0.086
C  0.074  1.596  4.074  -0.235
S  2.546  6.758  -0.683  0.657
H  3.341  1.820  2.807  0.122
C  -1.827  0.358  -6.559  -0.092
H  -1.407  -2.296  6.958  0.117
H  0.611  -2.559  7.691  0.106
O  0.677  2.064  -3.684  -0.324
H  0.928  -6.804  -3.157  0.110
H  -3.214  -5.140  -1.773  0.061
C  -5.227  -0.424  -6.953  -0.308
H  3.883  0.119  -0.028  0.097
H  -6.260  0.167  3.989  0.125
H  -3.965  -4.699  -0.163  0.060
C  -1.810  2.989  -5.896  -0.249
H  -0.452  -1.367  2.103  0.058
C  6.598  0.260  -2.104  -0.095
H  -4.117  -1.453  1.463  0.042
H  6.180  3.563  -1.318  0.121
H  -7.023  -0.586  -4.102  0.085
H  3.888  8.125  0.555  0.111
C  1.990  5.706  0.598  -0.233
C  4.380  5.089  3.084  -0.077
H  -0.480  4.809  4.647  0.111
H  6.313  8.327  2.166  0.120
H  4.985  2.189  4.612  0.117
H  -1.548  -1.745  -2.227  0.063
C  -4.346  -2.391  1.964  -0.118
H  1.353  4.945  0.201  0.065
O  -2.677  -0.298  -0.339  -0.319
O  2.555  -7.627  -0.474  -0.334
C  3.871  -7.236  -3.979  -0.208
F  4.520  8.490  4.178  0.035
H  4.719  -6.901  -4.543  0.112
H  -1.961  6.782  -2.052  0.105
O  -8.632  2.138  3.714  -0.326
C  2.779  -4.956  0.997  -0.211
C  3.831  -0.457  2.732  -0.212
H  3.875  4.228  3.480  0.075
H  0.592  -6.922  1.100  0.079
C  -2.267  6.000  -1.381  -0.059
S  4.043  -3.889  0.232  0.667
H  -1.082  4.612  2.934  0.116
H  -2.135  -2.456  -3.688  0.093
C  2.942  3.294  -3.310  -0.208
H  6.339  0.186  5.020  0.091
C  6.040  2.475  -1.312  -0.007
S  -7.180  2.199  3.719  0.653
C  5.388  -4.129  1.460  -0.179
C  -0.983  2.572  -6.908  -0.018
H  -1.173  -3.393  4.216  0.077
C  -6.507  0.712  3.043  -0.219
H  4.151  4.378  -4.765  0.099
O  -0.758  -6.303  4.274  -0.324
C  5.345  5.060  2.128  -0.099
H  -5.698  3.880  3.155  0.121
C  0.851  0.385  0.171  -0.153
H  7.154  -0.432  -2.762  0.111
H  5.309  -3.288  2.182  0.060
O  -3.175  -3.151  1.670  -0.159
C  4.239  -7.733  -2.595  -0.180
H  -0.887  -8.385  2.705  0.091
C  -0.253  -1.200  -3.887  -0.174
H  -7.333  4.004  2.382  0.113
H  3.995  -0.783  1.682  0.064
C  5.822  7.389  2.431  -0.017
H  -4.112  -1.997  -7.809  0.115
C  1.167  6.632  1.546  -0.147
O  -0.750  -4.737  -3.652  -0.311
C  -2.567  3.623  -1.043  -0.082
C  1.179  -1.554  -3.352  -0.182
H  2.440  -3.005  6.130  0.074
H  5.476  -5.666  3.087  0.134
H  -2.311  -7.319  0.165  0.109
C  -7.083  -0.701  -1.456  -0.122
C  4.447  1.236  4.484  -0.208
C  6.085  6.197  1.782  -0.067
H  1.989  -1.066  -3.901  0.124
C  -0.695  4.101  3.871  -0.255
H  -1.875  4.662  -2.934  0.107
C  -2.227  4.685  -1.868  -0.070
H  1.117  8.839  1.496  0.105
H  2.569  9.051  -0.338  0.107
H  -5.997  -2.872  -4.006  0.108
H  3.488  1.346  4.983  0.100
C  2.123  5.182  -4.768  -0.186
C  1.876  8.058  1.511  -0.188
C  5.275  0.079  4.993  -0.195
H  1.523  0.688  -0.611  0.099
H  -3.385  2.539  -4.557  0.105
H  2.629  -5.800  0.290  0.059
H  -1.397  -2.159  0.852  0.083
H  3.299  2.297  -3.260  0.083
H  -2.258  2.725  3.392  0.079
O  -6.537  2.295  5.023  -0.345
H  2.849  5.211  1.038  0.083
O  0.799  3.635  -1.739  -0.322
H  -2.850  7.311  0.196  0.108
O  4.570  -2.475  4.506  -0.341
H  4.942  1.365  2.288  0.092
H  0.997  1.187  4.493  0.070
C  -6.341  -0.944  -4.877  -0.085
S  0.923  -2.441  4.610  0.651
H  -0.290  3.315  -7.425  0.146
H  -1.723  1.154  5.210  0.088
C  -2.785  0.836  -5.657  -0.073
C  2.831  -6.114  -3.815  -0.203
H  2.205  -5.939  -4.716  0.130
O  3.859  6.359  -1.193  -0.345
F  -3.232  5.544  2.021  0.020
H  1.264  -1.291  -2.290  0.094
H  -0.109  0.858  3.169  0.128
O  6.263  -1.378  3.038  -0.322
H  -4.524  1.552  2.747  0.113
C  -6.297  1.818  -2.169  -0.271
H  -1.858  -0.677  -6.859  0.099
C  1.874  -6.501  -2.708  -0.237
C  5.566  -0.308  -1.343  -0.055
O  1.748  3.570  4.289  -0.319
H  0.202  -4.815  2.168  0.068
H  2.283  8.229  2.512  0.094
H  0.241  -1.418  -0.827  0.066
H  5.546  4.115  1.671  0.088
C  4.938  1.889  -0.612  -0.310
H  2.050  -3.547  -3.055  0.081
H  -5.319  -2.870  1.729  0.097
C  -6.490  3.328  2.585  -0.240
C  3.441  -5.445  2.285  -0.200
H  3.414  6.425  4.604  0.140
H  -1.051  -8.549  0.367  0.121
H  3.353  3.823  -2.458  0.083
C  -0.490  1.160  0.100  -0.214
O  -2.855  -5.573  3.176  -0.339
H  1.293  -1.860  0.524  0.120
H  6.808  6.141  0.946  0.122
O  3.684  -2.505  0.281  -0.335
F  4.070  2.623  0.054  0.074
H  -0.790  1.412  -0.865  0.056
C  -2.739  2.155  -5.297  0.001
H  3.011  -6.394  2.539  0.110
C  -1.803  3.116  4.288  -0.180
F  -5.930  3.020  -2.708  0.029
H  4.651  -6.945  -2.033  0.073
C  -0.938  -3.094  6.373  -0.183
H  -0.539  -0.151  -3.692  0.100
C  -5.971  2.446  1.439  -0.198
C  4.790  7.401  3.397  -0.296
H  -4.976  -4.855  -1.664  0.088
H  -4.410  -3.554  -5.787  0.107
C  -1.409  -7.564  0.753  -0.172
H  -3.536  0.158  -5.264  0.098
H  2.820  -0.783  3.007  0.076
O  1.515  7.078  -1.647  -0.317
C  4.179  1.022  2.962  -0.202
C  -5.310  0.962  -1.602  0.017
S  -1.755  0.073  0.728  0.695
C  -5.784  -2.225  -4.876  -0.070
H  -9.055  -0.214  -2.119  0.113
C  -6.053  -0.037  -5.878  -0.027
O  2.022  -9.106  -2.413  -0.294
O  1.425  -1.138  4.914  -0.318
S  5.032  -1.287  3.783  0.694
H  5.210  -6.274  1.400  0.112
C  -3.979  -4.594  -1.241  -0.085
H  -4.493  -2.205  3.053  0.092
C  6.775  1.628  -2.109  -0.113
S  0.638  3.144  3.460  0.630
C  0.414  -3.364  7.011  -0.211
C  -0.940  1.210  -7.194  -0.064
H  -4.250  1.251  -1.504  0.088
O  -3.932  -3.133  -1.427  -0.157
H  1.148  6.202  2.570  0.101
H  -2.636  2.641  -1.519  0.100
H  4.942  -0.286  5.971  0.104
H  -3.119  -3.903  2.250  0.009
H  -0.407  -1.412  -4.942  0.098